96
Properties=species:S:1:pos:R:3:forces:R:3 method="wB97M-V/def2-TZVPD" multiplicity=1 e_above_lowest_ev=0.173 energy_ev=-79441.3130 largest_force_ev_per_a=0.51
Sc -0.61594 -0.02865 0.56470 -0.22 -0.02 -0.46
C 1.07490 -1.20425 -3.43570 0.01 0.02 -0.07
C 0.78722 -1.46212 -1.97219 0.04 0.07 0.02
C -0.42124 -2.34116 -1.77041 -0.09 -0.11 0.01
O 1.92952 -2.02641 -1.34811 0.08 -0.02 0.01
C 2.34272 -1.22426 -0.23209 -0.12 0.00 -0.03
C 1.90439 0.14775 -0.76747 0.00 0.17 0.19
O 0.59724 -0.18458 -1.29855 0.19 0.00 0.04
C 1.76645 1.44679 0.05733 -0.04 -0.16 0.27
O 0.71587 1.32093 0.96701 -0.11 0.01 -0.22
C 1.45979 2.61068 -0.90690 0.07 0.06 -0.01
C 2.26851 2.88644 -2.00808 0.01 -0.05 -0.05
C 1.98213 3.94584 -2.85557 -0.03 0.02 0.01
C 0.88841 4.76597 -2.60342 0.01 -0.02 0.00
C 0.09245 4.51255 -1.49757 0.01 0.00 0.03
C 0.37412 3.44107 -0.65710 0.04 0.08 0.01
C 3.08855 1.74753 0.77222 0.01 0.03 0.03
C 4.33088 1.49686 0.19330 0.00 0.02 0.01
C 5.50376 1.83141 0.85620 -0.02 0.02 0.02
C 5.45015 2.42778 2.10752 -0.02 0.01 -0.03
C 4.21572 2.67704 2.69034 -0.03 0.02 -0.03
C 3.04379 2.33848 2.02895 0.01 0.01 0.02
C 1.74752 -1.78613 1.09157 -0.01 0.09 0.09
O 0.36485 -1.57114 1.13907 -0.01 0.10 0.01
C 2.01217 -3.29904 1.17618 0.03 0.02 -0.02
C 3.13052 -3.91022 0.61781 0.02 0.00 -0.02
C 3.35351 -5.26988 0.78592 0.00 0.00 0.01
C 2.46092 -6.04084 1.51614 -0.01 0.03 -0.01
C 1.34173 -5.43879 2.07350 0.02 0.02 -0.01
C 1.12104 -4.07918 1.90463 0.00 -0.03 -0.03
C 2.44032 -1.15092 2.31121 -0.02 0.00 0.00
C 3.82913 -1.11180 2.41395 0.04 0.00 0.02
C 4.44673 -0.59103 3.54043 -0.02 -0.03 0.00
C 3.68353 -0.11310 4.59708 0.00 -0.03 -0.01
C 2.30165 -0.16188 4.51096 -0.01 -0.01 -0.01
C 1.68712 -0.67662 3.37653 0.07 0.02 0.04
H 1.45327 -2.12050 -3.88899 -0.01 0.01 0.01
H 1.82649 -0.42155 -3.55150 -0.02 -0.03 0.00
H 0.16131 -0.89988 -3.95190 0.07 0.00 0.05
H -0.27059 -3.26339 -2.33077 0.01 -0.02 0.00
H -1.31844 -1.85721 -2.15136 -0.03 0.01 0.01
H -0.53493 -2.60286 -0.71905 -0.01 0.00 -0.03
H 3.42645 -1.26433 -0.19526 0.09 -0.02 -0.01
H 2.56335 0.36698 -1.60669 0.01 -0.13 -0.12
H 3.14649 2.28239 -2.21070 -0.05 0.05 0.00
H 2.62176 4.13796 -3.70829 -0.01 0.00 0.01
H 0.66672 5.59826 -3.25972 0.00 -0.02 0.01
H -0.76017 5.14516 -1.28367 0.01 0.00 -0.01
H -0.25022 3.25121 0.20381 0.01 -0.01 0.00
H 4.40943 1.03241 -0.78267 0.00 0.00 0.00
H 6.45945 1.62352 0.39048 -0.01 0.00 0.01
H 6.36307 2.68998 2.62757 -0.01 -0.01 -0.01
H 4.16243 3.12997 3.67349 0.00 -0.02 -0.03
H 2.07948 2.51118 2.48911 0.04 -0.01 -0.02
H 3.83717 -3.34101 0.02559 -0.03 -0.02 0.03
H 4.22680 -5.72730 0.33673 -0.02 0.01 0.01
H 2.63442 -7.10143 1.64677 0.00 0.01 0.00
H 0.63516 -6.02886 2.64396 0.01 0.00 0.00
H 0.24614 -3.60961 2.33346 0.01 0.00 0.00
H 4.45146 -1.50277 1.61735 -0.01 0.00 0.02
H 5.52824 -0.55927 3.59144 -0.02 0.00 0.00
H 4.16421 0.29137 5.47960 -0.01 -0.01 -0.02
H 1.69197 0.20084 5.33007 0.01 -0.01 -0.02
H 0.60970 -0.71916 3.32803 -0.05 -0.02 -0.01
C -5.91681 2.14082 0.70637 -0.03 0.07 -0.02
C -5.22755 0.89691 1.24458 0.02 0.02 0.02
C -5.66866 0.66182 2.68386 -0.03 -0.04 0.04
O -3.81088 1.16615 1.28177 0.02 0.01 -0.02
B -3.09091 0.13609 0.69884 0.15 -0.10 0.27
O -3.97190 -0.79246 0.14448 -0.04 0.05 0.04
C -5.34537 -0.36772 0.32192 0.05 -0.03 0.00
C -6.10539 -1.53617 0.93017 -0.05 -0.03 0.03
C -5.91941 -0.07363 -1.05703 -0.05 0.00 -0.09
H -5.74367 2.96540 1.39937 -0.01 -0.02 -0.02
H -6.99551 1.99270 0.61465 0.03 0.00 0.01
H -5.51625 2.42995 -0.26514 -0.03 -0.01 0.06
H -5.44332 1.55494 3.26724 0.00 -0.01 -0.01
H -5.13345 -0.17539 3.13161 0.00 0.02 -0.02
H -6.74171 0.46906 2.75043 0.03 0.01 0.00
H -5.64920 -1.87061 1.86038 -0.01 0.02 -0.03
H -6.08956 -2.37134 0.22821 0.00 0.01 0.02
H -7.14828 -1.27406 1.12359 0.03 0.00 -0.01
H -5.38280 0.73083 -1.55858 0.01 -0.02 0.00
H -6.97508 0.20116 -0.99509 0.05 -0.01 -0.01
H -5.83982 -0.97405 -1.67042 0.00 0.03 0.02
C -2.30959 0.73954 -5.06540 0.02 0.03 -0.01
C -3.05358 -0.01686 -4.17450 -0.04 -0.02 0.00
C -2.79056 0.10395 -2.81736 0.04 0.11 0.01
N -1.84621 0.90858 -2.32320 0.05 -0.08 -0.01
C -1.13122 1.62852 -3.19162 -0.05 -0.01 0.05
C -1.32976 1.58213 -4.56323 -0.03 -0.01 0.00
H -2.48836 0.67486 -6.13113 0.00 -0.01 0.00
H -3.82923 -0.69102 -4.51581 0.03 0.03 0.01
H -3.35136 -0.46896 -2.08736 0.01 0.00 0.01
H -0.36433 2.26799 -2.77150 -0.04 -0.06 -0.03
H -0.72099 2.19364 -5.21639 -0.01 -0.01 0.01



100
Properties=species:S:1:pos:R:3:forces:R:3 method="wB97M-V/def2-TZVPD" multiplicity=1 e_above_lowest_ev=0.000 energy_ev=-149306.8903 total_charge=-1 largest_force_ev_per_a=0.97
Ba -0.13839 -0.07259 0.41025 0.22 0.92 0.22
C -1.79258 3.42012 1.53222 -0.01 0.01 -0.06
N -1.74639 2.25841 2.40304 0.19 -0.11 0.10
C -3.06136 1.95703 2.92798 -0.09 0.01 -0.08
C -0.81994 2.47424 3.52030 -0.10 0.06 0.04
C 0.61622 2.70290 3.10571 -0.05 0.02 -0.01
C 1.31163 3.78605 3.63914 0.00 -0.03 -0.02
C 2.63994 3.99762 3.28681 0.02 0.02 0.01
C 3.24932 3.13225 2.38980 0.01 0.01 -0.03
C 2.52426 2.06824 1.85333 0.02 0.14 0.25
C 1.19050 1.80458 2.19662 -0.01 -0.65 -0.29
H -2.13849 4.32117 2.06958 0.00 0.00 0.01
H -2.47196 3.22867 0.70007 0.01 -0.01 0.01
H -0.79964 3.61868 1.13045 0.00 0.01 0.00
H -3.44137 2.75698 3.58957 0.01 0.01 -0.01
H -3.03064 1.02876 3.50281 0.01 0.00 0.01
H -3.77360 1.83494 2.10979 0.02 -0.01 0.01
H -0.88789 1.58025 4.15238 0.02 0.00 0.01
H -1.17597 3.32604 4.13287 -0.01 -0.02 0.01
H 0.82061 4.47357 4.32414 -0.01 -0.01 0.00
H 3.18664 4.84032 3.69538 0.00 0.00 0.00
H 4.28112 3.30041 2.09601 -0.01 0.00 -0.01
H 3.03996 1.42814 1.13725 -0.01 0.01 -0.03
O 1.15012 -2.04417 1.58994 0.23 -0.07 -0.27
S 1.16746 -3.32898 2.34586 -0.11 -0.05 0.22
C -0.41662 -4.12938 1.95514 0.00 -0.01 0.00
C -0.23236 -4.96010 0.68524 0.05 0.05 0.02
C -1.52552 -5.45818 0.03624 -0.01 -0.04 0.00
C -2.46785 -4.43397 -0.59244 -0.03 -0.07 0.04
S -1.76700 -3.21839 -1.73743 -0.09 -0.10 0.15
O -0.85085 -2.40812 -0.88575 0.20 0.25 -0.06
C -0.70449 -4.28223 -2.70930 -0.02 -0.06 -0.03
C -1.23896 -5.31824 -3.46701 -0.03 0.06 0.01
C -0.39590 -6.08729 -4.25089 0.03 0.00 0.00
C 0.96673 -5.80903 -4.28715 -0.03 -0.02 0.00
C 1.48370 -4.76200 -3.54128 0.02 0.04 0.03
C 0.64743 -3.98898 -2.74474 0.03 -0.04 -0.01
C 0.87171 -2.85362 4.04593 -0.09 0.01 -0.04
C 0.85224 -3.82037 5.04259 -0.04 -0.02 0.00
C 0.66446 -3.43038 6.35832 0.00 0.01 0.00
C 0.51798 -2.08218 6.66718 0.00 -0.01 -0.01
C 0.56789 -1.12668 5.66387 0.00 0.00 0.01
C 0.74896 -1.50512 4.33894 0.06 0.07 0.02
H -1.13452 -3.31199 1.84248 0.03 0.02 0.02
H -0.69788 -4.74402 2.81306 -0.03 -0.01 -0.02
H 0.35758 -5.84582 0.93542 0.05 0.02 0.00
H 0.35150 -4.38755 -0.03760 -0.06 0.00 0.03
H -2.11140 -6.00234 0.78516 0.00 -0.03 -0.03
H -1.25364 -6.18698 -0.73077 0.01 0.00 0.02
H -2.93808 -3.78893 0.15442 0.02 0.03 -0.01
H -3.27061 -4.94240 -1.13241 -0.01 0.02 0.01
H -2.30380 -5.52144 -3.45070 0.00 0.00 0.00
H -0.80199 -6.89945 -4.83964 0.00 0.00 0.00
H 1.62213 -6.40761 -4.90618 0.00 0.00 0.00
H 2.54022 -4.53100 -3.57547 0.00 -0.01 -0.02
H 1.03691 -3.16636 -2.15841 -0.02 0.01 0.00
H 0.98887 -4.86790 4.79618 -0.01 0.00 0.00
H 0.64377 -4.17482 7.14370 0.00 0.00 0.00
H 0.37934 -1.77898 7.69700 0.00 0.00 0.00
H 0.48024 -0.07388 5.89978 0.00 0.00 0.01
H 0.83449 -0.74531 3.56598 -0.03 -0.05 -0.02
O -2.49472 -1.32216 1.65233 0.19 0.13 -0.26
C -3.67453 -1.17553 1.36321 -0.13 -0.03 0.09
C -4.30757 -0.30434 0.39731 -0.02 0.02 -0.02
C -5.70260 -0.37194 0.37414 0.05 0.07 -0.11
C -6.42677 0.43659 -0.46547 -0.20 -0.07 0.04
C -5.78565 1.36075 -1.31483 0.11 0.02 -0.03
C -4.42853 1.44810 -1.32282 -0.06 -0.02 0.03
C -3.60731 0.61883 -0.47781 0.15 -0.20 0.12
O -2.35601 0.69924 -0.50997 -0.41 0.04 -0.15
N -7.87061 0.33789 -0.47367 0.04 0.03 0.05
O -8.40309 -0.50248 0.23708 0.01 -0.05 0.03
O -8.49759 1.10256 -1.18947 0.01 0.03 -0.06
H -4.42099 -1.78504 1.91498 0.03 -0.02 0.02
H -6.22606 -1.06120 1.02394 -0.01 0.00 0.01
H -6.38915 1.98758 -1.95542 -0.02 0.00 0.00
H -3.91367 2.14443 -1.97116 0.02 0.00 0.01
O 3.13053 -0.95324 -2.02010 0.38 -0.06 -0.26
C 2.25644 -0.35807 -1.61069 -0.41 -0.17 0.32
C 6.12071 5.80179 -5.31217 0.02 0.01 -0.01
C 5.09971 4.94851 -4.60638 -0.02 -0.01 0.01
C 4.97570 4.95936 -3.22378 0.00 0.02 -0.01
C 4.03705 4.17904 -2.55785 -0.04 -0.04 0.04
C 3.97271 4.24017 -1.05805 0.01 -0.01 0.00
C 3.16793 3.33742 -3.28475 0.23 0.19 -0.07
Se 1.90701 2.26317 -2.34698 -0.24 -0.20 0.04
C 3.28846 3.32351 -4.68797 -0.07 -0.05 0.03
C 2.41495 2.46144 -5.56351 -0.01 0.00 -0.01
C 4.24160 4.12048 -5.31424 0.01 0.03 -0.01
H 6.69188 6.39700 -4.59827 0.00 0.00 0.00
H 5.64993 6.49125 -6.01762 -0.01 0.00 0.00
H 6.83001 5.19382 -5.87994 0.00 -0.01 0.00
H 5.63053 5.59845 -2.63737 0.00 0.00 0.00
H 4.66859 4.98796 -0.67146 0.00 0.00 0.01
H 4.21220 3.26955 -0.61730 -0.01 0.00 -0.01
H 2.96356 4.46956 -0.71206 0.00 0.01 0.00
H 1.64621 1.96547 -4.97670 0.00 0.01 0.01
H 3.01142 1.69474 -6.06673 0.00 -0.01 0.01
H 1.93417 3.06340 -6.33948 0.01 0.00 0.00
H 4.30937 4.08938 -6.39978 0.00 0.00 0.00



Look up the multiplicity of the first one. 1



Look up the multiplicity of the second one. 1



Look up the multiplicity of the first one. 1